Record 1
This record from OMol25 describes an isolated ion of composition C3H8N5 and charge +1. The level of theory is ωB97M-V/def2-TZVPD.

Each line ends with the Löwdin charge.
Atoms and positions in Å:
C -0.4579 -0.0497 -0.0923  0.017
C -0.2302 1.3942 -0.3731  0.024
C 1.9916 -1.3615 0.4275  0.033
N -0.2723 -2.3715 0.2408  0.026
N -1.4682 -2.0586 0.1082  0.095
N 0.5820 -1.4645 0.1533  -0.023
N -1.6118 -0.6707 -0.0873  -0.144
N -2.9002 -0.2825 -0.1626  0.177
H -0.9945 1.7572 -0.8972  0.044
H -0.0324 2.0621 0.4192  0.089
H 0.7903 1.4644 -0.8750  0.132
H 2.3943 -0.6766 -0.3250  0.121
H 2.1086 -1.1986 1.4006  0.060
H 2.3191 -2.3478 0.3179  0.096
H -2.9512 0.6207 0.2794  0.129
H -3.5165 -1.0365 0.0776  0.126

Cartesian forces (eV/Å) of the 6 atoms listed first:
0.37 -2.98 0.79
5.08 -2.48 0.72
-1.25 -0.70 -3.60
0.28 -1.56 0.27
-1.24 -0.50 -0.03
-3.97 6.65 -1.33

Summary:
energy relative to the best compared isomer or geometry (same formula, charge and spin)	112.0	kcal per mole
frontier orbital gap	10.84	eV
SMILES	Cc1n(C)nn[n+]1N
LUMO level	-4.068	eV
spin multiplicity	1
charge	+1

=====

Record 2
This record from OMol25 describes C12H17P as an isolated structure. The level of theory is ωB97M-V/def2-TZVPD.

Each line ends with the Löwdin charge.
Atoms and positions in Å:
C 4.5058 -0.7535 -0.0064  -0.078
C 3.4761 -1.3555 0.7166  -0.085
C 4.2611 0.4846 -0.5404  -0.077
C 2.3140 -0.6405 0.9960  -0.124
C 2.9668 1.0727 -0.4940  -0.129
C 2.0044 0.5187 0.2916  -0.177
C -1.6327 1.4698 1.1686  -0.271
C -0.9070 0.7714 -1.2743  -0.305
C -2.5018 0.3589 0.5542  -0.439
C -1.7281 -0.2702 -0.6084  -0.447
C -2.7552 -0.7865 1.5939  -0.068
C -2.8789 -0.8004 -1.5319  -0.097
P -0.2037 1.5214 0.2502  0.985
H 5.3938 -1.2289 -0.1242  0.072
H 3.7414 -2.2798 1.0319  0.065
H 4.9707 0.8930 -1.0690  0.043
H 1.5521 -1.1617 1.6365  0.106
H 2.8765 1.9987 -1.0528  0.092
H -1.5075 1.7039 2.1744  0.011
H -0.1714 0.4809 -1.8776  0.031
H -1.3206 1.6602 -1.8152  0.117
H -3.4280 0.7198 0.2821  0.094
H -1.0471 -1.1858 -0.1927  0.184
H -1.8332 -1.4945 1.8102  0.124
H -3.5039 -1.3754 1.2839  0.008
H -3.1715 -0.2666 2.4424  0.068
H -3.6794 0.0677 -1.8082  0.125
H -3.5109 -1.6518 -1.1247  0.074
H -2.4797 -1.2638 -2.5428  0.097
H 0.1980 2.7931 -0.1698  -0.001

Cartesian forces (eV/Å) of the 6 atoms listed first:
-3.27 1.44 0.59
0.30 3.08 -0.76
-4.11 -1.72 1.81
-1.38 -1.86 0.13
1.90 0.31 -0.25
-2.46 0.80 0.68

Summary:
energy relative to the best compared isomer or geometry (same formula, charge and spin)	125.1	kcal per mole
frontier orbital gap	8.02	eV
LUMO level	0.716	eV
spin multiplicity	1
charge	0

=====

Record 3
This record from OMol25 describes a 2-piece molecular cluster, C2H5O3S overall. The level of theory is ωB97M-V/def2-TZVPD.

Each line ends with the Löwdin charge.
Atoms and positions in Å:
C -0.8744 1.3558 1.7833  -0.029
C -0.2964 -1.4846 -0.7662  -0.247
O 0.5720 2.1089 -1.3970  -0.454
O 1.8615 0.3704 -0.2081  -0.470
O -0.3179 -0.2582 -1.4075  -0.389
S 0.5471 0.9739 -0.4791  0.638
H -0.0693 2.0402 2.1170  -0.123
H -0.5387 0.3564 2.1436  -0.124
H 0.7347 -1.8374 -0.6357  0.064
H -0.8504 -2.2053 -1.3744  0.071
H -0.7682 -1.4200 0.2241  0.064

Cartesian forces (eV/Å) of the 6 atoms listed first:
0.34 -0.31 -0.98
0.18 -0.57 0.47
-0.17 -0.55 0.09
-0.48 0.02 -0.26
0.59 1.59 -0.06
-0.57 -0.07 0.92

Summary:
energy relative to the best compared isomer or geometry (same formula, charge and spin)	85.8	kcal per mole
frontier orbital gap (spin up / spin down)	8.20 / 8.20	eV
LUMO level (spin up / spin down)	3.872 / 3.871	eV
spin multiplicity	1
charge	-1

=====

Record 4
This record from OMol25 describes one molecule with the formula C5H4N2. The level of theory is ωB97M-V/def2-TZVPD.

Each line ends with the Löwdin charge.
Atoms and positions in Å:
C -2.0959 -2.2155 1.0199  -0.011
C -1.0580 -1.5677 0.7213  -0.265
C -0.1872 -0.6272 0.2393  -0.345
C -0.1135 0.8025 0.5823  -0.035
C 0.9533 1.3197 -0.2840  -0.109
N 1.3154 0.4331 -1.1537  0.072
N 0.5876 -0.6854 -0.8778  0.048
H -1.1205 0.4807 -0.0335  0.221
H -0.3700 1.2476 1.5405  0.138
H 1.4418 2.2913 -0.2611  0.118
H 0.6471 -1.4791 -1.4931  0.167

Cartesian forces (eV/Å) of the 6 atoms listed first:
0.78 0.39 -0.16
-0.43 -0.76 0.14
0.48 -0.54 -0.15
-0.80 -0.17 -0.33
-0.31 -0.17 -0.39
-0.08 0.19 0.34

Summary:
energy relative to the best compared isomer or geometry (same formula, charge and spin)	129.4	kcal per mole
frontier orbital gap	9.00	eV
LUMO level	-0.113	eV
spin multiplicity	1
charge	0

=====

Record 5
This record from OMol25 describes a 2-piece molecular cluster, H2O3S2 overall. The level of theory is ωB97M-V/def2-TZVPD.

Each line ends with the Löwdin charge.
Atoms and positions in Å:
O -2.8921 0.2783 1.3537  -0.417
O 0.1092 1.2438 -0.1844  -0.613
O -3.3590 -0.6925 -0.7892  -0.416
S -2.6930 0.3312 -0.0578  0.857
S 1.2225 0.1058 -0.6204  0.701
H 0.5189 -0.9964 -0.1005  -0.110
H 0.5165 1.7427 0.4939  -0.003

Cartesian forces (eV/Å) of the 6 atoms listed first:
0.33 0.40 0.53
-0.58 -0.27 -1.06
-0.06 -0.33 -0.78
-0.40 -0.07 0.22
-0.59 -1.61 0.23
0.86 0.97 -0.45

Summary:
energy relative to the best compared isomer or geometry (same formula, charge and spin)	2.8	kcal per mole
frontier orbital gap	8.87	eV
LUMO level	-0.852	eV
spin multiplicity	1
charge	0

=====

Question: Which formula does entry 2 have?
Answer: C12H17P